{
  "formula": "C13H15FN4O",
  "method": "ωB97M-V/def2-TZVPD",
  "symbols": ["F", "O", "N", "N", "N", "N", "C", "C", "C", "C", "C", "C", "C", "C", "C", "C", "C", "C", "C", "H", "H", "H", "H", "H", "H", "H", "H", "H", "H", "H", "H", "H", "H", "H"],
  "xyz": [[2.00, 1.58, -3.98], [-2.16, 0.94, 0.77], [1.49, 1.04, 3.56], [1.07, 1.67, 2.39], [-0.53, 0.43, 3.05], [-0.55, -0.74, -0.54], [-1.24, -1.76, -1.36], [-0.98, 1.74, 0.90], [1.24, 1.62, -2.83], [1.01, 2.83, -2.16], [-0.26, 1.69, -0.43], [-0.48, -3.06, -0.99], [0.23, 2.87, -1.00], [0.28, -1.37, 0.50], [0.75, -2.65, -0.13], [0.69, 0.44, -2.30], [-0.15, 1.31, 2.08], [-0.07, 0.44, -1.11], [0.51, 0.24, 3.92], [-0.33, -1.55, 1.41], [1.64, -2.43, -0.76], [-1.14, -3.74, -0.43], [0.52, -0.44, 4.78], [1.08, -3.44, 0.58], [-2.26, -1.87, -1.07], [-0.20, -3.55, -1.94], [1.15, -0.78, 0.75], [-1.20, -1.54, -2.43], [-1.47, 0.04, 3.10], [0.02, 3.81, -0.47], [-1.22, 2.81, 1.11], [1.44, 3.78, -2.46], [-1.80, 0.12, 0.34], [0.93, -0.48, -2.87]],
  "energy_ha": -898.4713,
  "smiles": "O[C@@H](c1nnc[nH]1)c1ccc(F)cc1N1CCCC1",
  "max_force_ev_per_a": 2.7,
  "homo_energy_ev": -8.87,
  "e_lumo_ev": 0.583
}